1.
Molecular formula: C4H9NO3
Method: DFT, the ωB97M-V functional and the def2-TZVPD basis

Values from the calculation:
E_tot (eV): -11925.4667
Frontier orbital gap (eV): 10.2
Structure (SMILES): N[C@H](C=O)CC=O.O

The geometry in ORCA input format:
```
! wB97M-V def2-TZVPD RIJCOSX def2/J DEFGRID3
* xyz 0 1
H -0.6079 -0.7594 -1.4620
H -0.6260 1.8150 -0.9328
C 0.4251 1.4850 -1.0278
H 1.4337 -2.2978 -1.1123
O -0.3391 2.4333 1.8171
H -1.8235 -1.5563 0.4213
H 1.0077 0.4903 0.7444
H -0.5719 1.4888 1.7835
H 1.8034 -0.1124 -0.7728
H -0.7444 -0.9689 1.5375
O -0.1196 -3.2591 -0.1944
H -1.1311 2.8574 1.5077
C 0.8672 0.2219 -0.3210
N -1.1381 -0.8385 0.6166
C 0.4874 -2.2853 -0.5461
C -0.1425 -0.9081 -0.4713
O 1.2195 2.1942 -1.5877
*
```

=====

2.
Molecular formula: C4H9NO3
Method: DFT, the ωB97M-V functional and the def2-TZVPD basis

Values from the calculation:
⟨S²⟩: 0.7744
E_tot (eV): -11912.5569
Frontier orbital gap (spin up / spin down) (eV): 5.4 / 5.5

The geometry in ORCA input format:
```
! wB97M-V def2-TZVPD RIJCOSX def2/J DEFGRID3
* xyz 1 2
C 0.3991 -2.8782 0.1861
H -0.5978 -2.3816 2.0458
H 0.8426 -3.3882 -0.6930
H -2.1206 0.7317 -0.7000
C 0.7569 -1.4667 0.3696
C 1.5330 1.2001 -0.0969
H 1.3948 -1.2347 1.2241
N 0.1500 0.8391 0.0213
C -0.2332 -0.4820 0.0018
H 2.0359 0.4269 -0.7031
H -0.6765 -2.8561 -0.0132
H -3.3100 1.7242 -0.9918
O -1.3708 -0.7539 -0.3831
O 1.9975 2.0954 0.5103
H -0.5127 1.5761 0.2948
O -2.3951 1.6619 -0.6888
H 0.7433 -3.4788 1.0263
*
```

=====

3.
Molecular formula: C4H9NO4
Method: DFT, the ωB97M-V functional and the def2-TZVPD basis

Values from the calculation:
E_tot (eV): -13970.6243
Frontier orbital gap (spin up / spin down) (eV): 6.6 / 6.6
Structure (SMILES): CNC(C)=O.O=C(O)O

The geometry in ORCA input format:
```
! wB97M-V def2-TZVPD RIJCOSX def2/J DEFGRID3
* xyz 0 1
H -0.2184 -0.7102 -1.7216
H -1.2416 -2.3985 1.1241
C 1.7075 0.3460 0.0972
O 1.4385 -0.7970 0.5830
C -0.6614 0.2520 -1.4738
C -0.3235 0.6512 -0.0500
H 3.3207 0.6960 -0.8812
H -0.4343 -0.1399 1.8755
C -1.6690 -1.4455 0.8050
H 1.3413 2.0183 0.9516
H -2.0494 -1.5932 -0.2031
O -0.5060 1.8111 0.3690
O 2.0772 1.3689 0.9302
H -0.2840 1.0225 -2.1405
O 2.4344 0.3615 -1.0740
H -1.7457 0.1942 -1.5739
N -0.6664 -0.4170 0.9282
H -2.5199 -1.2203 1.4542
*
```

=====

4.
Molecular formula: C4H9NO4
Method: DFT, the ωB97M-V functional and the def2-TZVPD basis

Values from the calculation:
E_tot (eV): -13973.9877
Frontier orbital gap (eV): 10.4
Structure (SMILES): CNC(=O)CC(=O)O.O

The geometry in ORCA input format:
```
! wB97M-V def2-TZVPD RIJCOSX def2/J DEFGRID3
* xyz 0 1
H 1.1854 1.8541 1.7711
H -0.2512 0.8273 3.8728
O -0.5252 -1.1517 -1.8587
H 1.8835 -1.1411 0.2036
H -1.0618 -2.8644 -5.7120
N 0.2647 1.4710 1.9990
C -0.3216 1.7409 3.2588
C 0.2019 -0.8129 -0.9072
H 0.1435 2.5737 3.8126
C 0.2629 0.6644 -0.3806
O -0.6164 -3.5890 -5.2172
H -0.2459 -3.1518 -4.4173
O -1.3971 0.1354 1.2220
C -0.3198 0.6829 1.0536
H -0.3192 1.2892 -1.0851
O 1.2169 -1.5863 -0.3875
H 1.2867 1.0821 -0.3272
H -1.3873 1.9763 3.0993
*
```

=====

5.
Molecular formula: C4H9NOS
Method: DFT, the ωB97M-V functional and the def2-TZVPD basis

Values from the calculation:
E_tot (eV): -18664.2677
Frontier orbital gap (eV): 5.8
Structure (SMILES): [O-]CNCCC[S-]

The geometry in ORCA input format:
```
! wB97M-V def2-TZVPD RIJCOSX def2/J DEFGRID3
* xyz -2 1
H -2.4754 -1.2618 -0.0086
C -1.6399 -1.7628 -0.4834
C -0.2414 -1.2912 0.0233
C 1.4299 2.2585 0.3231
H -0.2555 -1.5774 1.0876
H 0.6353 2.8206 0.8551
H 2.4252 2.2174 0.8452
O 1.5508 2.5279 -0.9526
H -1.7979 -1.4049 -1.5113
H -1.0480 0.7877 0.4531
S -1.7554 -3.6076 -0.3586
H 0.6444 -1.5944 -0.5202
C -0.1633 0.2798 0.0581
H 1.8374 0.1871 0.4819
H -0.1708 0.6741 -1.0082
N 1.0246 0.7470 0.7155
*
```

=====

6.
Molecular formula: C4H9NOS
Method: DFT, the ωB97M-V functional and the def2-TZVPD basis

Values from the calculation:
E_tot (eV): -18653.2629
Frontier orbital gap (eV): 6.2

The geometry in ORCA input format:
```
! wB97M-V def2-TZVPD RIJCOSX def2/J DEFGRID3
* xyz 0 1
H 4.1484 -0.2986 0.8374
N 3.2215 0.0718 0.5672
C 0.5591 0.9658 0.2968
H 0.3794 0.9934 -1.7822
H 1.0253 0.1638 0.8306
H -1.6219 0.1120 0.2829
H -1.5145 1.8788 0.2936
H 1.2288 1.6208 -0.2321
H -4.1086 4.2579 -0.9420
H -0.9324 -0.1731 -1.5692
C 2.9582 -0.3971 -0.6658
C -0.2413 0.4922 -1.0511
S -3.2243 -0.8746 0.4196
C -0.9200 0.9737 0.2474
O 2.7838 -1.4802 -0.0127
H -4.4766 4.8340 -1.1912
*
```

=====

7.
Molecular formula: C4H9NOS
Method: DFT, the ωB97M-V functional and the def2-TZVPD basis

Values from the calculation:
E_tot (eV): -18665.4751
Frontier orbital gap (eV): 10.0
Structure (SMILES): O=CNCCCS

The geometry in ORCA input format:
```
! wB97M-V def2-TZVPD RIJCOSX def2/J DEFGRID3
* xyz 0 1
H -1.2803 -0.7905 1.6103
C -0.9748 -0.3133 0.6508
H 1.9280 3.2804 0.0314
H -1.7036 0.6432 0.6889
S 2.4404 2.0500 0.2014
C -0.4961 -2.1914 -0.8461
H 1.2996 -0.4683 0.5783
C 0.6657 1.3361 -0.4983
O -0.8541 -3.2385 -1.3270
H 0.1162 2.2998 -0.3730
H 0.5810 -1.8695 -0.5064
H 0.7972 0.9064 -1.4717
H 0.6006 0.7866 1.5971
N -1.3296 -1.1916 -0.4294
H -2.2284 -1.4948 -0.5555
C 0.4384 0.2554 0.6493
*
```

=====

8.
Molecular formula: C4H9NOS2
Method: DFT, the ωB97M-V functional and the def2-TZVPD basis

Values from the calculation:
E_tot (eV): -29497.7329
Frontier orbital gap (eV): 8.4

The geometry in ORCA input format:
```
! wB97M-V def2-TZVPD RIJCOSX def2/J DEFGRID3
* xyz 0 1
O -2.9411 0.4856 -0.0662
N -1.8955 0.7795 0.7765
C -1.1096 -0.2155 1.1431
H -0.7825 -0.2339 3.1678
H 0.3948 1.2880 -2.2606
C 1.1435 0.7230 -1.6379
S 1.8180 -2.0925 -1.1371
H 3.0071 -1.6793 -1.3820
H 2.1851 1.0265 -1.9698
H 1.1281 1.1320 -0.6913
H 0.7345 -0.5086 2.2343
S -0.7601 -1.3604 -1.9041
C 0.7481 -0.7989 -1.5503
H 0.2244 1.0843 2.5661
H -0.9225 -1.0826 0.6603
H -2.8576 1.4010 -0.2358
C -0.1149 0.0519 2.2870
*
```

=====

Here are the calculated ΔE to the lowest compared entry with this formula, charge and spin numbers, same order: 200.19 512.43 437.34 112.82 50.55 1376.22 197.93 458.31 (kJ/mol).